C26H21N2O2PtS2 as an isolated structure. Source: OMol25; level of theory: wB97M-V/def2-TZVPD.

Its total energy is -2179.1619 Eh. The molecular weight comes out at 652.678 Da. For the highest occupied orbital energy, the calculation gives -4.6 eV. The calculation puts the energy relative to the best compared isomer or geometry (same formula, charge and spin) at 0.0 kcal per mole.

Structure (ORCA input):
```
! RIJCOSX wB97M-V def2-TZVPD def2/J DEFGRID3
* xyz -1 1
Pt -0.132 -0.648 -0.101
O -4.493 -1.126 1.140
C -4.963 -0.040 0.505
C -6.321 0.255 0.655
C -6.874 1.354 0.031
C -6.085 2.188 -0.759
C -4.742 1.901 -0.908
C -4.157 0.796 -0.287
C -2.705 0.518 -0.455
O -2.242 -0.560 0.085
N -2.015 1.384 -1.142
N -0.648 1.074 -1.229
C 0.015 2.102 -1.609
S -0.841 3.621 -1.906
C 0.622 4.495 -2.521
C 1.829 3.952 -1.788
S 1.753 2.143 -1.858
H -3.530 -1.187 0.918
H -6.916 -0.404 1.274
H -7.929 1.565 0.159
H -6.517 3.050 -1.250
H -4.103 2.530 -1.512
H 0.476 5.559 -2.330
H 0.722 4.338 -3.596
H 1.831 4.275 -0.746
H 2.768 4.252 -2.256
C 0.050 -4.296 3.072
C 0.134 -4.561 1.712
C 0.131 -3.520 0.790
C 0.051 -2.178 1.180
C -0.044 -1.943 2.561
C -0.042 -2.975 3.490
H 0.053 -5.105 3.793
H 0.202 -5.586 1.364
H 0.204 -3.758 -0.265
H -0.128 -0.922 2.920
H -0.119 -2.746 4.547
C 5.346 -0.173 1.599
C 4.080 -0.122 2.222
C 2.944 -0.311 1.487
C 2.987 -0.572 0.094
C 1.788 -0.745 -0.673
C 1.958 -0.993 -2.026
C 3.223 -1.056 -2.645
C 4.361 -0.856 -1.919
C 4.264 -0.612 -0.527
C 5.429 -0.408 0.257
H 6.245 -0.020 2.184
H 4.008 0.064 3.287
H 1.975 -0.270 1.961
H 1.081 -1.139 -2.648
H 3.282 -1.251 -3.711
H 5.341 -0.888 -2.382
H 6.394 -0.444 -0.237
*
```

***

A 2-piece molecular cluster, C3H8N4 overall. Source: OMol25; level of theory: wB97M-V/def2-TZVPD.

Its total energy is -337.9157 Eh. The molecular weight comes out at 100.125 Da. For the highest occupied orbital energy (alpha / beta), the calculation gives -5.0 / -8.7 eV. The calculation puts the energy relative to the best compared isomer or geometry (same formula, charge and spin) at 17.8 kcal per mole.

Structure (ORCA input):
```
! RIJCOSX wB97M-V def2-TZVPD def2/J DEFGRID3
* xyz 0 3
C -2.203 -0.104 0.348
C -1.298 0.895 0.546
C 0.987 1.490 -0.428
N -1.598 -0.840 -0.625
N -0.165 0.675 -0.198
N -0.283 -0.533 -0.859
N 0.970 -1.995 0.347
H -3.150 -0.156 0.678
H -1.338 1.669 1.277
H 1.210 1.382 -1.455
H 0.887 2.572 -0.102
H 1.974 1.134 0.066
H -1.960 -1.722 -0.973
H 1.963 -1.889 0.182
H 0.644 -2.570 -0.414
*
```

***

A 2-piece molecular cluster, C4H8O2S overall. Source: OMol25; level of theory: wB97M-V/def2-TZVPD.

Its total energy is -705.8167 Eh. The SMILES is CC(=O)S.CC=O. The molecular weight comes out at 120.173 Da. For the highest occupied orbital energy, the calculation gives -9.1 eV. The calculation puts the energy relative to the best compared isomer or geometry (same formula, charge and spin) at 49.5 kcal per mole.

Structure (ORCA input):
```
! RIJCOSX wB97M-V def2-TZVPD def2/J DEFGRID3
* xyz 0 1
C 1.760 -0.179 -0.256
C 2.617 1.049 -0.215
C -1.696 -1.446 -0.970
C -1.100 -0.113 -0.861
O 1.415 -0.861 -1.131
O -0.728 0.454 0.112
S 1.539 -1.034 1.342
H 2.367 1.751 0.614
H 2.600 1.525 -1.254
H 3.687 0.707 -0.107
H -1.605 -1.768 0.077
H -2.674 -0.954 -1.220
H -1.338 -2.100 -1.813
H 1.231 0.033 2.070
H -1.380 0.504 -1.762
*
```

***

C14H14N3RuS2 as an isolated structure. Source: OMol25; level of theory: wB97M-V/def2-TZVPD.

Its total energy is -1596.7768 Eh. The molecular weight comes out at 389.491 Da. For the highest occupied orbital energy (alpha / beta), the calculation gives -15.1 / -15.0 eV.

Structure (ORCA input):
```
! RIJCOSX wB97M-V def2-TZVPD def2/J DEFGRID3
* xyz 2 2
Ru 0.064 -0.512 0.097
C 1.054 -1.845 1.909
C -0.183 -2.376 1.513
C -0.414 -2.780 0.173
C 0.556 -2.603 -0.818
C 1.747 -1.997 -0.433
C 2.008 -1.627 0.916
H 1.231 -1.549 2.933
H -0.978 -2.490 2.238
H -1.374 -3.206 -0.083
H 0.368 -2.885 -1.844
H 2.497 -1.810 -1.186
H 2.945 -1.157 1.182
C -4.901 -0.688 2.013
S -4.556 0.808 1.054
C -2.852 0.660 0.747
S -2.257 -0.814 -0.030
N -2.061 1.648 0.896
N -0.825 1.384 0.326
C -0.410 2.332 -0.431
C 0.840 2.141 -1.118
C 1.456 3.162 -1.815
C 2.756 2.977 -2.265
C 3.385 1.790 -1.942
C 2.688 0.806 -1.258
N 1.411 0.935 -0.884
H -5.969 -0.641 2.214
H -4.361 -0.662 2.956
H -4.694 -1.592 1.448
H -0.991 3.245 -0.503
H 0.925 4.090 -1.975
H 3.270 3.753 -2.815
H 4.416 1.605 -2.209
H 3.209 -0.101 -1.007
*
```

***

C4HAgO2 as an isolated structure. Source: OMol25; level of theory: wB97M-V/def2-TZVPD.

Its total energy is -449.8861 Eh. The molecular weight comes out at 188.918 Da. For the highest occupied orbital energy (alpha / beta), the calculation gives -12.1 / -13.3 eV. The calculation puts the energy relative to the best compared isomer or geometry (same formula, charge and spin) at 34.2 kcal per mole.

Structure (ORCA input):
```
! RIJCOSX wB97M-V def2-TZVPD def2/J DEFGRID3
* xyz 1 2
O 2.843 -0.223 -0.152
C 1.690 0.160 0.221
C 0.724 0.879 0.534
C -1.635 0.161 -0.490
C -0.502 0.301 0.211
O -1.831 0.319 0.889
Ag -4.481 -0.625 -1.572
H 3.192 -0.971 0.359
*
```

***

One molecule with the formula C4H6N2O. Source: OMol25; level of theory: wB97M-V/def2-TZVPD.

Its total energy is -340.7066 Eh. The SMILES is [H]/N=c1\cc(C)[nH]o1. The molecular weight comes out at 98.105 Da. For the highest occupied orbital energy, the calculation gives -8.6 eV. The calculation puts the energy relative to the best compared isomer or geometry (same formula, charge and spin) at 55.4 kcal per mole.

Structure (ORCA input):
```
! RIJCOSX wB97M-V def2-TZVPD def2/J DEFGRID3
* xyz 0 1
C 0.258 -0.209 -1.995
C -0.003 0.040 -0.548
N -1.025 0.928 -0.203
O -1.127 0.919 1.199
C -0.107 0.141 1.709
N -0.012 0.035 2.968
C 0.620 -0.392 0.557
H -0.669 -0.477 -2.517
H 0.662 0.693 -2.469
H 0.972 -1.027 -2.113
H 0.779 -0.560 3.195
H -1.946 0.670 -0.548
H 1.500 -1.017 0.613
*
```

***

An isolated ion of composition C5H13N2O and charge +1. Source: OMol25; level of theory: wB97M-V/def2-TZVPD.

Its total energy is -382.6956 Eh. The SMILES is CN1CC[C@@H]1[C@@H]([NH3+])O. The molecular weight comes out at 117.172 Da. For the highest occupied orbital energy, the calculation gives -12.4 eV. The calculation puts the energy relative to the best compared isomer or geometry (same formula, charge and spin) at 104.2 kcal per mole.

Structure (ORCA input):
```
! RIJCOSX wB97M-V def2-TZVPD def2/J DEFGRID3
* xyz 1 1
C 0.272 -0.595 1.212
C -0.360 0.584 1.961
C 0.010 0.117 -0.112
C 0.894 -0.695 -1.539
C -1.217 2.370 0.480
N -0.136 1.523 0.867
N 1.074 -2.099 -1.096
O 0.055 -0.751 -2.621
H 1.336 -0.647 1.444
H -0.212 -1.560 1.374
H -1.421 0.411 2.175
H 0.148 0.904 2.872
H -1.012 -0.036 -0.465
H 1.858 -0.210 -1.715
H -0.976 2.873 -0.455
H -2.181 1.850 0.379
H -1.310 3.128 1.260
H 0.192 -2.587 -1.318
H 1.253 -2.133 -0.079
H 1.830 -2.566 -1.615
H -0.096 0.119 -3.009
*
```

***

One molecule with the formula C3H4N2O. Source: OMol25; level of theory: wB97M-V/def2-TZVPD.

Its total energy is -301.4102 Eh. The SMILES is [H]/N=C/OCC#N. The molecular weight comes out at 84.078 Da. For the highest occupied orbital energy, the calculation gives -9.8 eV. The calculation puts the energy relative to the best compared isomer or geometry (same formula, charge and spin) at 48.4 kcal per mole.

Structure (ORCA input):
```
! RIJCOSX wB97M-V def2-TZVPD def2/J DEFGRID3
* xyz 0 1
N 0.129 1.055 0.785
C -0.078 -0.057 1.336
O -0.563 -1.050 0.556
C -0.526 -0.653 -0.852
C 0.605 0.237 -1.153
N 1.493 0.729 -1.711
H 0.649 1.766 1.269
H 0.128 -0.326 2.376
H -1.457 -0.151 -1.147
H -0.380 -1.550 -1.459
*
```